(1)
Computed, not measured: the ion C4H8NO with charge -1 in a non-equilibrium geometry, with ωB97M-V with the def2-TZVPD basis set.

```
14
Properties=species:S:1:pos:R:3:forces:R:3:mulliken_charge:R:1
C -1.85302 -0.74076 -0.14495 -0.6 0.4 2.6 -1.203
C -0.51517 -0.08616 -0.08145 1.5 -3.5 -0.5 -0.382
C 0.66804 -0.91390 -0.15723 -0.7 4.3 1.3 -0.137
N 1.88394 -0.34458 -0.03739 -1.1 -2.7 -1.0 0.426
C 1.83486 1.05477 0.17211 2.7 0.1 -2.0 -1.112
O 3.02396 -1.14170 -0.02224 -0.4 1.2 0.2 -0.882
H -2.54844 0.10562 -0.14526 -0.5 -0.5 0.0 0.279
H -2.09005 -1.39623 -0.92513 -0.1 -0.8 -1.9 0.303
H -2.11732 -1.41282 0.74868 0.3 1.0 -0.5 0.182
H -0.52994 0.96748 -0.13436 0.2 0.7 0.0 0.141
H 0.64731 -1.95596 0.00188 -0.1 -1.2 -0.4 0.425
H 2.86711 1.42552 0.00025 -0.5 0.0 0.3 0.278
H 1.18745 1.54043 -0.58617 0.2 -0.1 0.6 0.267
H 1.54452 1.17931 1.17608 -0.8 1.0 1.4 0.416
```
Forces are in eV/Å.

Properties
strongest force on any atom: 4.58 eV/Å
net charge: -1
relative energy (zero: lowest compared OMol25 entry of this formula, charge and spin): 28.2 kcal per mole
highest occupied orbital energy: -1.24 eV
SMILES: C/C=C/N(C)[O-]

---

(2)
Computed, not measured: a cluster of 7 separate species, C4H24N2O6S in total in a non-equilibrium geometry, with ωB97M-V with the def2-TZVPD basis set.

```
37
Properties=species:S:1:pos:R:3:forces:R:3:mulliken_charge:R:1
N -1.43127 -0.74906 2.42324 -0.7 -1.3 -0.3 -0.516
C -1.61324 -0.32309 1.06098 0.5 1.6 0.5 -1.172
N -0.61953 0.71932 0.72584 -0.6 0.7 -0.8 0.079
C -1.09806 1.73810 -0.25920 0.2 -0.1 1.1 -0.523
C 0.12012 2.28282 -0.99534 1.1 1.9 1.2 -0.812
C 0.64239 1.34140 -2.05764 -0.5 -1.0 -0.7 0.250
S -0.54367 1.27933 -3.46875 0.0 0.3 -0.1 -0.288
H -0.53614 -1.13563 2.66649 0.2 0.1 -0.1 0.242
H -1.73339 -0.06456 3.09513 0.1 0.1 0.0 0.242
H -1.60493 -1.06483 0.26843 0.2 -0.8 0.3 0.324
H -2.61983 0.10399 1.02259 0.2 0.2 -0.1 0.532
H 0.21272 0.32922 0.29758 0.0 -0.6 0.3 0.248
H -1.82271 1.33050 -0.96292 0.0 -0.1 -0.1 0.364
H -1.60639 2.49456 0.36409 0.1 0.1 -0.6 0.363
H -0.03772 3.34564 -1.30643 -0.2 -1.0 -0.4 0.359
H 0.95067 2.45967 -0.23118 -0.8 -0.6 -0.8 0.143
H 1.63926 1.51057 -2.46588 -0.1 0.5 0.3 0.464
H 0.64898 0.33439 -1.63400 0.1 0.0 -0.1 -0.323
H -0.47128 -0.01310 -3.84176 0.2 0.1 0.4 0.129
O 2.66167 -1.90882 2.00391 0.4 0.1 0.5 -0.698
H 2.55403 -1.26348 2.74212 0.0 0.1 -0.7 0.392
H 3.50938 -1.64571 1.62920 0.2 -0.1 0.2 0.316
O 2.56980 0.48538 3.36220 0.3 -0.7 -0.2 -0.766
H 1.91012 1.08764 2.94607 0.3 0.0 0.6 0.468
H 2.37204 0.29768 4.28401 -0.3 0.5 -0.1 0.316
O 0.90006 2.36425 2.51981 -1.5 0.2 -0.9 -0.809
H 0.10881 1.85321 2.21126 0.3 -0.8 0.5 0.405
H 0.80376 2.97037 1.77025 1.0 0.5 0.3 0.299
O 1.04693 -1.89750 -0.07059 0.8 0.3 -0.4 -0.633
H 1.86821 -1.82714 0.47727 -1.2 -0.2 0.2 0.338
H 0.29039 -1.99898 0.50861 0.3 -0.2 0.3 0.254
O -0.23904 -1.87582 -2.35430 -0.2 0.0 -0.2 -0.595
H -0.90286 -2.34700 -1.83375 0.0 -0.1 -0.2 0.295
H 0.53792 -1.87380 -1.77245 -0.2 -0.1 0.0 0.299
O -2.85184 -3.41042 -0.76056 0.2 0.3 0.1 -0.659
H -2.66745 -3.08464 0.13012 -0.1 -0.2 0.0 0.340
H -3.32342 -2.68160 -1.17891 -0.1 -0.1 -0.1 0.331
```
Forces are in eV/Å.

Properties
strongest force on any atom: 2.47 eV/Å
relative energy (zero: lowest compared OMol25 entry of this formula, charge and spin): 8.2 kcal per mole
highest occupied orbital energy: -8.76 eV
SMILES: NCNCCCS.O.O.O.O.O.O

---

(3)
Computed, not measured: a cluster of 2 separate species, C7H13NOSi in total in a non-equilibrium geometry, with ωB97M-V with the def2-TZVPD basis set.

```
23
Properties=species:S:1:pos:R:3:forces:R:3:mulliken_charge:R:1
C 2.83483 -0.80775 1.12899 -0.1 1.3 -1.8 0.250
C 3.25118 0.83632 -2.22596 -1.2 0.4 0.6 -0.820
C 3.04266 -0.12119 -1.33095 -0.2 -0.5 2.1 0.106
C -0.52019 -1.55657 -1.82547 0.0 -0.7 -0.7 -0.894
C -2.08424 0.96854 -0.27284 0.2 -0.4 -2.3 -0.990
C -1.29037 -1.52007 1.20460 1.4 -0.9 -3.2 -1.160
C 2.83355 0.12080 0.08020 -0.7 1.1 -2.0 -0.253
N 2.84270 -1.46724 2.05061 0.0 -1.6 1.9 -0.381
O 0.53908 0.56111 -0.17937 2.8 1.3 0.7 -0.359
Si -0.70277 -0.41666 -0.28146 -2.9 -1.8 -0.1 0.505
H 3.22708 0.63380 -3.26173 0.4 -0.2 -0.9 0.307
H 2.99712 1.81991 -1.89378 0.6 0.8 0.0 0.292
H 2.89247 -1.12334 -1.56944 0.3 -1.7 -0.9 0.478
H 0.55622 -1.36880 -2.13318 -1.2 -0.5 0.2 0.159
H -0.66776 -2.67531 -1.56302 0.4 1.8 -0.4 0.262
H -1.16103 -1.36497 -2.75863 0.8 0.0 1.5 0.351
H -2.69722 0.78953 0.58966 -0.4 0.0 0.4 0.302
H -1.63203 1.97006 -0.22669 -0.2 -0.4 -0.1 0.279
H -2.71277 0.87571 -1.24615 1.0 0.2 1.7 0.282
H -0.78353 -2.49265 1.22448 0.5 0.4 0.5 0.352
H -1.19398 -0.93385 2.05420 -0.2 0.7 1.9 0.292
H -2.27523 -1.84373 0.92739 -1.0 0.4 0.2 0.384
H 2.97735 1.15565 0.31286 -0.1 0.4 0.7 0.256
```
Forces are in eV/Å.

Properties
strongest force on any atom: 3.56 eV/Å
relative energy (zero: lowest compared OMol25 entry of this formula, charge and spin): 78.0 kcal per mole
highest occupied orbital energy (spin up / spin down): -8.77 / -9.77 eV

---

(4)
Computed, not measured: a cluster of 8 separate species, H16O8 in total, with ωB97M-V with the def2-TZVPD basis set.

```
24
Properties=species:S:1:pos:R:3:forces:R:3:mulliken_charge:R:1
O -1.24292 -0.23797 -0.39862 -0.2 0.1 0.2 -0.668
H -0.37283 -0.23017 0.01596 0.0 0.3 0.2 0.303
H -1.63950 0.59754 -0.12723 0.0 -0.1 -0.1 0.280
O -3.45601 -1.78996 1.69825 0.0 0.2 0.0 -0.624
H -2.52161 -1.64810 1.88734 -0.1 -0.1 -0.1 0.320
H -3.59217 -1.35467 0.84915 0.1 -0.1 0.0 0.310
O 3.69178 -1.24189 0.39756 0.4 0.0 0.1 -0.589
H 4.31269 -1.71876 -0.16463 -0.1 0.0 0.0 0.301
H 4.21913 -0.98148 1.16115 0.0 0.0 0.0 0.289
O -0.60125 -4.40406 0.68198 0.2 0.0 -0.1 -0.612
H -1.01727 -5.11638 0.18345 -0.1 0.1 0.1 0.315
H 0.34182 -4.52932 0.52736 -0.1 -0.1 0.1 0.307
O 0.10003 3.02988 -1.52090 -0.3 0.0 0.2 -0.597
H -0.82893 2.89879 -1.29991 0.1 0.1 -0.1 0.281
H 0.56542 2.84419 -0.69754 0.2 -0.1 -0.2 0.312
O 2.58757 1.70630 -1.61323 0.3 0.0 -0.2 -0.587
H 3.32516 1.09790 -1.73486 -0.1 -0.1 0.2 0.288
H 2.30122 1.91009 -2.51070 -0.2 0.1 0.2 0.304
O -2.87121 4.61593 1.34264 -0.1 0.1 0.1 -0.632
H -2.49703 5.46205 1.61292 0.0 -0.1 -0.1 0.317
H -3.72537 4.58424 1.78807 0.1 -0.1 -0.1 0.319
O 1.26449 -1.58243 -0.79130 -0.3 -0.1 0.0 -0.565
H 1.34252 -2.48971 -0.47548 0.0 0.2 0.1 0.270
H 0.31430 -1.42202 -0.81143 0.1 -0.5 -0.6 0.358
```
Forces are in eV/Å.

Properties
strongest force on any atom: 0.73 eV/Å
relative energy (zero: lowest compared OMol25 entry of this formula, charge and spin): 68.1 kcal per mole
highest occupied orbital energy: -10.89 eV
SMILES: O.O.O.O.O.O.O.O

---

(5)
Computed, not measured: a cluster of 2 separate species, C3HO2S in total in a non-equilibrium geometry, with ωB97M-V with the def2-TZVPD basis set.

```
7
Properties=species:S:1:pos:R:3:forces:R:3:mulliken_charge:R:1
C 0.18978 0.38676 0.10897 -0.1 -0.4 -0.1 -0.456
C 0.92083 -0.41396 -0.48854 2.5 -0.6 -1.3 -0.221
C -2.09693 0.51098 1.00932 0.1 0.3 0.6 0.655
O -2.48011 1.52595 0.59294 -0.2 0.6 -0.7 -0.386
O -2.04809 -0.46342 1.63904 0.1 -0.9 0.2 -0.375
S 2.33337 -1.24221 -1.39948 -3.8 -1.0 1.4 -0.274
H 3.18115 -0.30411 -1.46224 1.4 2.0 0.1 0.057
```
Forces are in eV/Å.

Properties
strongest force on any atom: 4.15 eV/Å
net charge: -1
relative energy (zero: lowest compared OMol25 entry of this formula, charge and spin): 12.1 kcal per mole
highest occupied orbital energy: -3.85 eV

---

(6)
Computed, not measured: the molecule C43H74N2O14, with ωB97M-V with the def2-TZVPD basis set.

```
133
Properties=species:S:1:pos:R:3:forces:R:3:mulliken_charge:R:1
C -2.59352 -2.59180 -3.20692 0.0 0.0 0.0 -1.078
O -1.88968 -1.92519 -2.18476 0.1 0.1 0.1 0.362
C -1.30634 -2.75434 -1.20680 0.0 -0.1 0.4 -1.430
H -0.63347 -3.48175 -1.69590 0.0 0.1 0.0 0.882
C -0.43579 -1.88728 -0.26796 0.3 -0.3 -0.5 0.025
H 0.21493 -2.58519 0.28199 -0.1 0.1 -0.1 -0.239
O -1.28138 -1.23936 0.67403 -0.2 0.1 0.1 1.216
C -0.65998 -0.76763 1.83691 0.1 -0.5 0.6 0.120
O -0.12998 0.52058 1.70035 0.0 0.1 -0.2 -0.282
C -0.97342 1.60568 2.08479 -0.4 0.5 0.0 0.105
C -0.50251 2.85367 1.34890 -0.1 -0.5 0.2 -1.610
H 0.57824 2.92826 1.42598 0.1 0.1 0.0 0.327
H -0.78253 2.79568 0.30240 0.0 0.1 -0.1 0.137
H -0.95850 3.73443 1.79246 0.0 0.1 0.0 0.510
H -0.84950 1.76606 3.16917 -0.1 0.0 -0.2 0.330
C -2.45911 1.30801 1.82792 0.0 0.0 0.2 -0.064
C -2.90554 0.02270 2.57765 0.3 0.0 -0.1 -1.496
N -3.79368 0.19115 3.72025 0.0 -0.2 -0.1 0.166
C -5.16775 0.44631 3.33014 0.1 -0.1 0.0 -0.907
H -5.29865 1.41093 2.81975 0.0 0.1 -0.1 0.208
H -5.78760 0.44463 4.22596 -0.1 0.0 0.0 0.500
H -5.51075 -0.34988 2.67100 -0.1 0.0 -0.1 0.258
C -3.35851 1.14407 4.72335 0.0 -0.1 0.0 -0.998
H -3.98760 1.01733 5.60442 0.0 0.1 0.1 0.373
H -2.32950 0.94376 5.01046 0.1 0.0 0.1 0.296
H -3.43418 2.18979 4.39445 0.0 0.1 0.0 0.329
H -3.45310 -0.59295 1.85526 0.0 0.1 0.1 0.719
C -1.68078 -0.81070 2.98244 0.0 0.4 -0.3 -0.715
O -2.02819 -2.14259 3.24914 0.0 -0.2 0.0 -0.547
H -2.86661 -2.12777 3.72925 0.0 0.1 0.0 0.543
H -1.18758 -0.38034 3.86799 0.0 0.1 -0.2 0.635
O -2.62494 1.17627 0.42422 0.0 0.2 0.0 0.378
C -3.91561 1.30560 -0.06551 -0.2 -0.4 -0.3 -0.944
O -4.36208 2.62552 0.18599 0.3 0.1 0.0 -0.208
C -5.67378 2.85082 -0.28511 -0.5 0.2 -0.1 0.587
C -6.07511 4.25750 0.14446 0.2 -0.5 -0.1 -1.805
H -5.46650 4.99277 -0.37635 0.1 0.1 -0.1 0.366
H -5.90434 4.36706 1.21173 -0.1 0.0 0.1 0.417
H -7.12773 4.43765 -0.05852 -0.1 0.1 0.0 0.444
C -5.73043 2.66363 -1.81516 0.5 -0.3 0.4 -0.489
O -7.04807 2.80085 -2.30712 -0.2 0.0 0.0 -0.560
H -7.34537 3.70187 -2.14826 0.0 -0.1 0.0 0.417
H -5.05857 3.39484 -2.28730 0.0 -0.1 0.0 0.435
C -5.25539 1.23636 -2.17827 0.3 0.6 -0.5 1.392
C -5.19826 1.06819 -3.69935 -0.1 0.0 0.4 -2.237
H -6.16583 1.31212 -4.13184 -0.1 0.0 -0.1 0.505
H -4.95329 0.03548 -3.93184 0.1 -0.1 0.0 0.365
H -4.44327 1.72026 -4.12825 0.1 0.1 -0.1 0.352
C -3.87680 1.00069 -1.55984 -0.4 0.1 0.5 0.033
H -3.14187 1.65644 -2.02561 0.1 0.0 0.0 0.497
H -3.57748 -0.03692 -1.69957 0.0 -0.1 -0.1 -0.631
O -6.15017 0.29931 -1.61571 -0.2 -0.2 0.1 -0.568
H -7.03024 0.52352 -1.94459 0.0 0.0 0.1 0.552
H -6.35607 2.10933 0.16680 0.1 0.1 -0.1 0.330
H -4.61839 0.60404 0.42542 0.2 0.1 0.0 0.364
H -3.04731 2.16839 2.17020 0.1 -0.1 0.0 1.226
H 0.19296 -1.42347 2.08068 -0.2 0.1 -0.1 -0.350
C 0.49456 -0.87971 -0.98301 -0.3 -0.2 -0.1 1.098
C -0.27013 0.28871 -1.60299 -0.1 -0.1 0.0 0.575
C 0.53720 1.53623 -1.71888 0.0 -0.1 0.2 -0.348
O 0.42008 2.35833 -2.59282 0.0 0.1 -0.2 -0.697
H 1.25828 1.69166 -0.89313 0.1 0.1 0.1 0.500
H -1.09573 0.53418 -0.92512 0.0 0.1 -0.1 -1.139
H -0.70459 0.02625 -2.56617 0.0 0.1 0.0 0.623
H 1.11493 -0.46277 -0.18328 0.1 0.0 0.0 0.267
C 1.38780 -1.59128 -2.00204 0.1 0.2 0.2 -0.404
H 1.73886 -2.53253 -1.57423 0.0 -0.1 -0.1 -1.072
H 0.79015 -1.82605 -2.88453 -0.1 -0.1 0.0 0.692
C 2.60419 -0.77579 -2.44898 0.2 -0.1 0.0 0.970
C 3.22441 -1.37413 -3.71034 -0.1 0.2 0.2 -2.276
H 3.41412 -2.43735 -3.57962 0.0 -0.1 0.0 0.383
H 4.16400 -0.87397 -3.93235 0.1 0.0 -0.1 0.417
H 2.55402 -1.24442 -4.55688 0.0 0.0 -0.1 0.503
H 2.27000 0.23966 -2.68412 0.1 0.0 0.0 0.121
C 3.65477 -0.65586 -1.31608 -0.4 0.0 0.1 1.735
C 4.34810 -1.95704 -1.05140 0.0 0.1 0.1 -1.532
C 4.08243 -2.81468 -0.06446 0.3 -0.1 -0.3 -0.912
C 3.12352 -2.61403 1.00281 -0.2 0.1 0.3 0.670
C 2.56049 -3.56242 1.75279 0.1 0.1 0.0 -0.598
C 2.69684 -5.04675 1.59110 -0.3 0.0 -0.1 -1.340
H 3.67771 -5.31809 1.20139 0.0 -0.1 0.0 0.386
C 1.62462 -5.59615 0.62665 0.3 -0.5 -0.2 0.285
C 2.04925 -5.48824 -0.83292 -0.3 0.1 0.2 -1.524
H 2.91636 -6.11956 -1.00659 0.1 0.0 0.0 0.482
H 2.30344 -4.46050 -1.07771 0.1 0.1 0.0 0.170
H 1.24144 -5.82439 -1.47795 0.0 0.0 -0.1 0.478
H 1.40596 -6.64830 0.85274 0.0 0.2 0.0 0.549
O 0.43095 -4.83595 0.87809 0.4 0.1 0.3 -0.194
C -0.73108 -5.26631 0.38306 -0.5 -0.1 0.0 -0.141
O -0.85311 -6.26103 -0.28511 0.0 -0.1 -0.1 -0.648
C -1.85208 -4.33706 0.76978 -0.1 0.1 -0.3 -0.019
H -2.67960 -4.93736 1.15218 0.1 0.0 0.0 0.673
H -1.53055 -3.64379 1.54529 -0.1 -0.1 -0.1 -0.510
C -2.39682 -3.56221 -0.45216 0.5 -0.2 -0.2 -0.240
O -3.45953 -2.73267 -0.08413 -0.4 0.3 0.1 -0.733
H -3.05707 -1.93571 0.29098 0.0 -0.1 0.0 -0.125
H -2.81311 -4.30130 -1.14836 0.1 0.1 0.1 1.039
H 2.56782 -5.51673 2.56715 0.1 0.0 0.0 0.426
H 1.87591 -3.26208 2.53440 -0.1 0.1 0.0 0.434
H 2.86880 -1.58420 1.21746 -0.1 0.1 0.1 0.227
H 4.63490 -3.74572 -0.03572 0.1 -0.1 -0.1 0.430
H 5.12821 -2.18453 -1.76293 0.1 -0.2 -0.1 0.471
H 3.13925 -0.30266 -0.41675 0.1 -0.1 -0.1 0.036
O 4.67799 0.28513 -1.64544 0.1 -0.2 0.1 -0.410
C 4.33349 1.63745 -1.48564 -0.1 0.5 -0.7 -0.191
C 5.59247 2.46181 -1.76212 -0.2 -0.3 0.2 -1.346
C 6.59077 2.33394 -0.61255 -0.1 0.1 0.1 -0.962
H 7.01674 1.32897 -0.64264 0.1 0.0 0.0 0.435
H 7.40483 3.04841 -0.74932 0.1 -0.1 0.0 0.375
C 5.95374 2.52683 0.78356 -0.1 -0.3 -0.2 -0.374
N 5.73942 3.88788 1.24287 0.1 0.0 0.0 0.105
C 4.88206 4.73262 0.43916 0.0 0.1 0.1 -1.075
H 4.02290 4.16427 0.09609 -0.1 0.1 -0.1 0.291
H 4.52996 5.55553 1.06560 0.0 0.1 -0.1 0.403
H 5.39966 5.17038 -0.42799 0.0 0.0 -0.1 0.310
C 6.95512 4.57569 1.61087 -0.1 0.0 0.0 -1.055
H 6.68660 5.48866 2.14297 0.1 0.1 0.0 0.349
H 7.58165 4.85720 0.74954 0.0 0.0 0.0 0.336
H 7.54454 3.94801 2.27782 0.1 0.0 0.0 0.351
C 4.67209 1.67159 0.85812 0.3 -0.1 0.6 0.249
C 3.88842 1.89206 2.14487 0.1 -0.1 -0.5 -1.790
H 2.95147 1.34121 2.10323 -0.1 -0.1 0.0 0.234
H 4.47334 1.54857 2.99294 0.1 0.0 0.1 0.388
H 3.67449 2.94826 2.26836 0.0 0.1 0.1 0.353
H 4.99741 0.61990 0.80250 0.0 0.1 0.0 0.536
O 3.78259 1.91553 -0.22868 -0.1 0.0 0.1 0.061
H 6.64536 2.09146 1.51722 -0.1 0.0 -0.1 0.705
H 5.29373 3.49757 -1.91305 0.0 0.0 0.0 0.371
H 6.04171 2.09131 -2.68417 0.0 0.1 -0.1 0.566
H 3.53727 1.92383 -2.19342 0.1 -0.1 0.1 0.237
H -2.72718 -1.85944 -4.00258 0.0 -0.1 -0.1 0.297
H -3.57455 -2.93595 -2.86780 0.0 0.0 0.0 0.245
H -2.02154 -3.44475 -3.59084 0.0 0.0 0.0 0.271
```
Forces are in eV/Å.

Properties
strongest force on any atom: 0.92 eV/Å
relative energy (zero: lowest compared OMol25 entry of this formula, charge and spin): 3.1 kcal per mole
highest occupied orbital energy: -8.16 eV

---

Question: What is the strongest force on any atom in the sixth record?
Answer: 0.92 eV/Å

---

Question: relative energy (zero: lowest compared OMol25 entry of this formula, charge and spin) of number 2 (C4H24N2O6S)?
Answer: 8.2 kcal per mole